The molecule C15H21N3O2S. Source: the Open Molecules 2025 dataset; level of theory: ωB97M-V/def2-TZVPD.

Kohn-Sham gap = 8.0107 eV
Total charge = 0
Structure (SMILES) = Cc1ccc(C(=O)NC(=S)NCCN2CCOCC2)cc1
Spin multiplicity = 1
HOMO level = -7.91 eV
LUMO level = 0.1 eV
Strongest force on any atom = 0.0141 Eh/bohr
Relative energy (zero: lowest compared OMol25 entry of this formula, charge and spin) = 131.4 kJ/mol

The geometry in XYZ format:
```
42
C15H21N3O2S (ωB97M-V/def2-TZVPD)
O -3.39 -0.55 5.26
H 0.91 0.03 -6.36
O 1.84 -0.95 -0.83
N -1.25 0.90 4.00
C -2.62 1.35 3.95
H -3.66 -0.43 3.22
H 3.74 -0.27 -2.34
C -2.09 -1.11 5.21
H 3.72 -0.76 -7.41
H -2.80 1.88 3.00
C -0.57 0.64 2.76
H -1.97 -1.67 6.14
S -2.31 0.78 -0.44
H -2.07 -0.58 1.77
N -0.34 -0.62 0.66
H -0.03 -0.45 5.02
C -0.84 0.03 -0.39
H 0.62 -0.95 0.58
H -2.76 2.06 4.77
H -2.02 -1.80 4.36
H -0.72 -1.52 2.47
C 1.54 -0.02 -5.48
C 0.95 -0.18 -4.24
H 4.50 0.74 -6.90
C 3.54 0.22 -6.97
H -4.65 0.64 4.25
C -3.65 0.22 4.11
H -0.52 0.53 -2.32
C 3.71 -0.02 -4.47
H -0.72 1.52 2.12
H 4.78 0.04 -4.56
C 1.75 -0.25 -3.09
C 3.13 -0.19 -3.23
H 0.50 0.57 2.98
C 2.92 0.07 -5.61
N -0.07 0.05 -1.55
H 2.89 0.78 -7.63
H -0.12 -0.27 -4.17
C 1.20 -0.43 -1.73
C -0.99 -0.61 1.95
H -1.07 0.59 6.03
C -1.03 -0.01 5.11
```



A structure of composition C20H21N5OSSe4W in a non-equilibrium geometry. Source: the Open Molecules 2025 dataset; level of theory: ωB97M-V/def2-TZVPD.

Kohn-Sham gap = 1.9105 eV
Total charge = +4
Spin multiplicity = 1
HOMO level = -17.22 eV
LUMO level = -15.3 eV
Strongest force on any atom = 0.0228 Eh/bohr

The geometry in XYZ format:
```
53
C20H21N5OSSe4W (ωB97M-V/def2-TZVPD)
C 3.20 1.84 1.39
C 4.25 -3.28 5.47
H -5.93 0.24 2.53
Se -0.19 -1.34 1.66
C 6.28 -1.85 4.01
H 2.81 -1.96 4.70
C 5.67 -3.66 5.52
H 6.74 -5.45 5.71
Se 1.26 -0.73 -2.07
N -3.54 1.09 2.24
H 7.69 -3.16 4.82
S -2.28 1.47 -0.12
W -0.44 -0.10 -0.44
N -4.83 1.60 0.39
C 5.17 0.53 2.49
H -4.32 1.20 2.88
N 4.49 1.55 1.91
C -7.01 2.59 0.32
H -9.70 2.23 2.35
H -4.78 1.87 -0.59
H 6.82 -4.44 7.07
Se -1.65 -2.13 -0.01
H 1.56 4.62 0.36
H 7.01 -1.28 3.46
C 4.85 -1.46 3.96
H -2.62 0.98 2.64
H -8.95 3.49 0.35
N 1.06 1.31 0.45
O 6.36 0.47 2.47
H 3.40 -0.22 3.44
Se -0.66 0.39 -2.82
C 2.23 0.93 1.01
C 2.95 3.20 1.14
H 5.16 2.28 1.73
H -0.11 2.89 -0.20
H 5.29 -5.34 6.79
H 2.42 -0.13 1.04
C 6.09 -4.78 6.31
C -8.69 2.11 1.97
H 3.53 -3.86 6.03
C -6.14 1.73 0.97
H 3.71 3.95 1.37
C -3.68 1.34 0.95
C 3.86 -2.24 4.74
N 4.38 -0.44 3.29
C 0.83 2.61 0.24
C -6.55 1.02 2.09
C -8.28 2.79 0.83
H -8.15 0.67 3.46
C 6.64 -2.89 4.76
C 1.77 3.58 0.57
C -7.82 1.23 2.59
H -6.70 3.12 -0.57
```



The molecule C5H9NO in a non-equilibrium geometry. Source: the Open Molecules 2025 dataset; level of theory: ωB97M-V/def2-TZVPD.

Kohn-Sham gap (spin up / spin down) = 7.7383 / 7.8623 eV
Total charge = 0
Spin multiplicity = 1
HOMO level (spin up / spin down) = -6.86 / -7.10 eV
LUMO level (spin up / spin down) = 0.9 / 0.8 eV
Strongest force on any atom = 0.0382 Eh/bohr
Relative energy (zero: lowest compared OMol25 entry of this formula, charge and spin) = 439.2 kJ/mol

The geometry in XYZ format:
```
16
C5H9NO (ωB97M-V/def2-TZVPD)
H 1.59 -2.58 0.74
C 1.15 1.75 0.04
C -1.84 0.27 -0.26
N -0.34 -1.63 0.50
C -0.46 -0.33 -0.18
H 0.34 2.48 0.11
H 0.19 -0.80 -1.23
H 1.55 1.80 -0.98
H -2.28 0.33 0.74
O 1.58 -0.54 0.65
H -2.50 -0.35 -0.87
C 1.07 -1.75 0.30
H -1.80 1.27 -0.67
C 0.66 0.39 0.38
H -0.85 -2.36 0.03
H 1.95 2.04 0.72
```



A structure of composition C55H71CoGeN9PS2Sb in a non-equilibrium geometry. Source: the Open Molecules 2025 dataset; level of theory: ωB97M-V/def2-TZVPD.

Kohn-Sham gap (spin up / spin down) = 5.9849 / 7.1787 eV
Total charge = 0
Spin multiplicity = 2
HOMO level (spin up / spin down) = -7.45 / -7.41 eV
LUMO level (spin up / spin down) = -1.5 / -0.2 eV
Strongest force on any atom = 0.0329 Eh/bohr
Relative energy (zero: lowest compared OMol25 entry of this formula, charge and spin) = 72.8 kJ/mol
⟨S²⟩ = 1.03

The geometry in XYZ format:
```
141
C55H71CoGeN9PS2Sb (ωB97M-V/def2-TZVPD)
C -4.47 -1.31 1.52
H -4.02 -4.34 -4.78
C 1.16 4.21 -3.59
H 0.97 6.71 3.80
H 4.88 -2.69 -3.97
H 1.40 1.11 4.43
P 0.42 -1.68 2.97
C -1.98 -3.72 -2.17
H -0.43 0.98 6.88
C 3.58 -2.98 5.09
C 5.33 4.43 -1.70
H -2.53 -2.47 0.15
H -0.60 -1.79 -4.55
C 0.15 -5.47 2.02
C 0.44 1.26 4.92
H 1.97 3.51 -3.76
C -1.30 -2.47 -4.08
H 1.31 -3.67 1.62
C 4.72 -2.18 4.45
H 1.70 -0.95 5.87
H -6.00 -2.71 1.83
C -0.12 5.54 2.37
H -0.81 5.35 -1.09
N -0.44 -0.94 4.21
C 1.85 -0.35 -3.72
C 2.90 -0.02 -4.55
H -2.62 -1.20 -0.93
H 3.48 -1.79 2.02
S 4.55 -1.24 -0.34
H 5.47 -1.95 5.20
H -0.93 4.25 0.87
Ge 0.42 -2.01 -1.71
H -0.72 6.51 -5.20
C 4.00 2.04 -1.97
C -2.49 1.14 -3.31
N -2.47 -1.47 0.04
H -2.00 3.21 -2.90
C 4.17 -0.90 3.84
H -1.07 1.84 -4.78
C -0.33 5.90 -4.39
H -2.70 1.66 -5.41
H 0.20 2.33 4.90
H -1.32 -1.28 6.05
C 1.22 4.24 0.85
H -4.41 -3.44 1.55
H 1.04 -3.30 -1.07
C -1.32 -5.82 2.27
H 3.48 5.21 -0.96
H 2.88 0.91 -5.10
H -4.30 1.48 2.80
N -3.33 -0.83 0.91
C -5.08 -2.63 1.26
C 3.13 -0.55 -0.26
H -3.70 2.95 -3.31
C -0.39 5.24 -2.08
H 0.78 -1.14 7.38
H 4.97 -0.37 3.30
H 3.33 4.30 1.18
N -4.95 -0.42 2.34
C 3.99 -0.86 -4.65
C 3.06 -1.22 2.85
C 1.04 6.01 2.98
H 5.86 5.37 -1.58
H 2.62 -0.30 2.45
H -2.18 -3.21 2.20
C 4.02 -2.04 -3.92
H 3.17 5.88 3.06
C -1.87 -4.97 3.41
H -3.47 -0.79 -3.51
H -2.94 -5.15 3.54
H 0.53 -5.99 1.14
C -3.03 -4.27 -2.89
C 2.96 -2.36 -3.10
H 2.91 -3.86 3.25
C -1.64 -3.48 3.12
H -3.07 2.48 -1.72
C -2.34 -3.01 -4.81
C 2.27 5.55 2.56
N 0.26 -0.92 1.62
H 3.94 -3.93 5.47
C 1.86 -1.53 -2.99
H -5.29 -2.74 0.19
H -0.16 -2.53 5.52
C 2.36 4.66 1.50
H -1.36 -5.23 4.33
H 2.99 -3.28 -2.52
H -4.13 0.24 -2.22
H -0.30 -3.68 0.91
C -3.73 0.23 -3.24
H -1.67 6.74 -2.94
H -3.70 -4.98 -2.42
C 2.48 -3.23 4.05
N 2.10 0.03 -0.22
C -1.10 -2.81 -2.75
C -0.03 4.64 1.32
Sb 1.27 2.87 -0.83
H -2.49 -2.73 -5.84
C -0.35 -1.45 5.56
C 0.51 0.76 6.36
C -1.96 1.22 -4.75
C 6.00 3.33 -2.21
S -1.90 1.50 0.99
C -1.46 0.56 -2.46
C 0.75 -0.75 6.36
H 3.80 -0.24 4.63
H 1.64 -3.76 4.50
C 5.32 2.14 -2.37
H -1.62 0.72 4.55
N -0.22 -3.25 2.97
H 3.17 -2.41 5.92
N -4.14 0.65 2.25
H 3.48 1.10 -2.09
C -0.63 0.49 4.15
C -0.87 6.03 -3.12
H 1.01 0.33 -3.61
C 4.00 4.33 -1.33
H 1.10 4.90 -5.62
N 2.00 -1.97 3.50
H -2.03 -2.85 3.93
H 4.82 -0.60 -5.29
C 0.63 4.33 -2.31
H 5.83 1.28 -2.79
H -4.50 0.58 -3.92
C -0.65 0.15 -1.65
H -1.41 -6.88 2.52
H 7.04 3.41 -2.49
H -0.60 0.78 3.10
C 3.34 3.12 -1.43
H -1.71 0.23 -5.12
C -3.11 0.45 1.39
Co 0.13 -0.31 -0.02
H -1.08 5.87 2.72
H 5.19 -2.78 3.67
C 0.27 -3.97 1.80
H 1.31 1.26 6.90
H 0.74 -5.76 2.89
H -1.89 -5.63 1.35
C -2.84 2.54 -2.78
H -1.81 -4.03 -1.15
C -3.21 -3.91 -4.21
C 0.68 5.00 -4.62
```



A structure of composition C14H25Br4F12N2O17S4Zr in a non-equilibrium geometry. Source: the Open Molecules 2025 dataset; level of theory: ωB97M-V/def2-TZVPD.

Kohn-Sham gap = 5.8280 eV
Total charge = +1
Spin multiplicity = 1
HOMO level = -11.64 eV
LUMO level = -5.8 eV
Strongest force on any atom = 0.1386 Eh/bohr

The geometry in XYZ format:
```
79
C14H25Br4F12N2O17S4Zr (ωB97M-V/def2-TZVPD)
S -0.92 -5.43 -0.22
C 1.77 0.16 1.53
O -2.76 -1.66 -1.06
H 0.99 1.82 -3.78
F 1.56 -5.99 1.03
H 3.04 2.37 -0.99
O -0.22 2.19 0.66
O 1.33 -2.81 -0.56
O 8.45 1.45 -1.51
O -1.14 -0.50 -3.00
O -0.80 0.44 2.58
C 5.93 3.59 -0.80
H 4.90 2.81 -2.46
F -3.45 1.46 -0.98
H 3.12 5.42 0.89
H 3.48 -3.56 -2.50
H 4.06 -1.92 -2.20
H 4.29 2.17 0.36
O -0.80 1.69 -1.61
S -0.11 -0.47 1.65
C -2.80 1.29 0.15
H 0.18 5.59 1.93
H 1.20 4.18 2.20
H -6.31 -0.58 2.49
H -7.22 1.16 3.91
C 2.05 5.59 0.72
H 1.99 6.64 0.43
H 4.13 -3.07 -0.93
H 5.77 4.62 -1.13
C 3.50 -2.75 -1.77
H -3.16 -0.97 -1.58
H -0.58 0.26 -3.14
H 1.94 0.67 -3.98
H -3.48 -2.05 -0.57
C 4.00 1.96 -0.67
C 0.30 -5.75 1.32
Br -4.10 -1.07 3.88
O 6.17 1.55 -1.54
H 3.89 0.87 -0.72
C 7.41 2.08 -1.41
C 5.13 2.48 -1.45
C -5.64 -0.02 3.15
H -1.90 -0.35 -3.58
F 0.23 -4.65 2.12
F -0.07 -6.82 2.02
H -4.68 2.54 -4.54
N -1.38 -3.84 -0.33
F -5.15 -4.71 1.12
S -0.89 1.27 -0.22
O -2.91 -2.55 1.37
F -3.07 0.16 0.73
H -3.79 2.84 -3.35
H -6.48 0.00 5.10
O 0.00 -1.84 2.09
F -3.03 2.25 1.01
F -4.31 -5.32 -0.71
C -6.30 0.71 4.30
S -2.66 -3.90 0.97
C -4.35 -4.32 0.13
O -1.95 -6.50 -0.15
O 1.37 -1.49 -2.10
F -4.82 -3.27 -0.42
Br 2.00 6.13 3.57
O -2.43 -4.89 2.05
N -0.55 -0.53 -0.01
H -5.33 0.58 2.29
Br 1.19 4.59 -0.76
F 1.79 1.33 2.11
O 7.26 3.32 -1.07
O -4.11 2.12 -3.89
O -0.04 -5.68 -1.39
C 2.08 -2.32 -1.47
Br -5.00 1.96 5.22
O 1.05 0.87 -3.71
Zr -0.67 -2.12 -1.45
C 1.21 5.25 2.02
F 2.70 -0.58 2.06
H 5.86 3.61 0.29
F 2.04 0.19 0.28
```



The molecule C5H7N in a non-equilibrium geometry. Source: the Open Molecules 2025 dataset; level of theory: ωB97M-V/def2-TZVPD.

Kohn-Sham gap = 10.2729 eV
Total charge = 0
Structure (SMILES) = C#C[C@]1(C)CN1
Spin multiplicity = 1
HOMO level = -9.18 eV
LUMO level = 1.1 eV
Strongest force on any atom = 0.0238 Eh/bohr
Relative energy (zero: lowest compared OMol25 entry of this formula, charge and spin) = 323.1 kJ/mol

The geometry in XYZ format:
```
13
C5H7N (ωB97M-V/def2-TZVPD)
H -1.71 0.06 -1.25
H 2.01 -0.39 0.41
C -0.07 1.29 -0.74
C -0.78 -0.33 1.14
C -1.24 -0.59 2.22
C 1.26 -0.72 -0.31
H 1.13 -1.80 -0.29
H 0.97 1.60 -0.92
C -0.07 -0.04 -0.09
H -0.72 2.14 -0.62
N -0.69 0.07 -1.40
H 1.57 -0.44 -1.32
H -1.64 -0.85 3.17
```